Density functional theory data (ωB97M-V with the def2-TZVPD basis set) for the ion C9H12N with charge +1.

As for the HOMO-LUMO gap: 8.49 eV. The net charge is +1. The total energy comes out at -11009.369 eV. Its SMILES is [NH3+][C@H]1C[C@@H]1c1ccccc1.

Last column: natural (NBO) charge in e.
CARTESIAN COORDINATES (ANGSTROEM)
N: -1.549 1.112 2.797  -0.66
C: -1.337 0.765 1.350  -0.12
C: -0.886 1.837 0.335  -0.40
C: 0.062 0.714 0.789  -0.23
C: 0.462 -0.349 -0.301  -0.03
C: 1.747 -0.050 -0.782  -0.22
C: 2.182 -0.751 -1.939  -0.17
C: 1.381 -1.780 -2.463  -0.20
C: 0.177 -2.099 -1.892  -0.19
C: -0.291 -1.481 -0.747  -0.25
H: -2.208 1.834 3.021  0.45
H: -1.763 0.229 3.278  0.45
H: -0.629 1.345 3.173  0.45
H: -1.937 -0.004 0.835  0.26
H: -0.674 2.878 0.608  0.24
H: -1.243 1.604 -0.636  0.25
H: 0.879 1.089 1.353  0.23
H: 2.383 0.766 -0.403  0.23
H: 3.154 -0.611 -2.287  0.22
H: 1.752 -2.319 -3.348  0.23
H: -0.368 -2.866 -2.338  0.22
H: -1.293 -1.865 -0.404  0.23